{
  "formula": "C7H12CuO3",
  "method": "ωB97M-V/def2-TZVPD",
  "relative_energy_kcal_mol": 20.9,
  "lumo_ev": [-5.8, -5.8],
  "spin_multiplicity": 3,
  "s2": 2.00,
  "charge": 1,
  "orbital_gap_ha": [0.1092, 0.2909],
  "elements": ["H", "O", "H", "H", "H", "C", "O", "H", "H", "C", "C", "H", "H", "C", "H", "C", "C", "Cu", "O", "C", "H", "H", "H"],
  "xyz": [[1.4273, -1.5028, 2.3907], [-2.4935, 0.7801, -1.4724], [0.8978, 0.2732, 2.7987], [-0.1108, 1.8717, -1.0963], [2.3203, 1.7542, -0.5139], [-0.1174, 0.8783, -1.5651], [-3.7560, -0.9325, -0.7228], [1.2490, -0.8383, -1.7619], [-1.3243, -0.9243, -1.6114], [-3.6714, 0.2173, -1.2328], [1.1822, 0.1860, -1.3765], [-0.1923, 1.0321, -2.6599], [2.2540, -1.2812, 4.1931], [2.5644, -1.0019, 3.1837], [-1.3004, -0.1026, -0.0300], [-1.3142, 0.0560, -1.1165], [2.2395, 0.6748, -0.6742], [-5.5866, -0.6532, -0.7982], [-4.7000, 0.9106, -1.4575], [1.7432, -0.2773, 2.3799], [3.2171, 0.2052, -0.8117], [1.9573, 0.0650, 1.1431], [3.5148, -1.3905, 2.8122]],
  "atomic_forces_ev_per_a": [[0.57, 0.43, 0.08], [0.08, 0.16, -0.18], [-0.05, -0.50, 0.14], [-0.05, -0.27, -0.08], [-0.37, -0.26, 0.54], [0.00, 0.48, -0.72], [1.27, -0.47, -0.05], [-0.01, 0.29, 0.01], [0.01, 0.17, 0.15], [1.34, 1.50, 0.03], [0.76, -0.32, 1.48], [-0.21, 0.07, 0.37], [0.25, 0.31, 0.00], [0.23, -0.91, 0.26], [-0.05, 0.00, -0.17], [0.06, -0.42, 0.04], [-0.01, 0.35, -2.15], [-3.00, -0.86, 0.47], [0.53, -0.11, -0.26], [-0.50, 1.95, -3.52], [-0.30, -0.26, 0.41], [-0.27, -1.15, 3.15], [-0.28, -0.19, -0.02]],
  "lowdin_charge": [0.241, 0.056, 0.117, 0.133, 0.082, -0.167, -0.103, 0.123, 0.141, -0.763, -0.146, 0.148, 0.128, 0.131, 0.132, -0.166, -0.063, 0.687, -0.043, -0.010, 0.073, 0.142, 0.129]
}

***

{
  "formula": "C7H12F8LiO4S4Te",
  "method": "ωB97M-V/def2-TZVPD",
  "relative_energy_kcal_mol": 69.1,
  "lumo_ev": 2.1,
  "charge": -1,
  "orbital_gap_ha": 0.2985,
  "elements": ["H", "H", "H", "F", "O", "F", "H", "H", "H", "F", "S", "Li", "C", "C", "O", "F", "O", "C", "H", "C", "H", "C", "H", "F", "H", "C", "F", "O", "Te", "H", "S", "H", "F", "S", "F", "C", "S"],
  "xyz": [[-0.2010, 0.2247, 3.8054], [-2.3660, 2.9106, -0.0028], [-2.9500, -1.0392, 1.0214], [1.5289, 2.1101, -0.7714], [3.5755, 1.1299, -1.5856], [4.5962, -0.5802, 0.8368], [-1.8590, 1.8040, 3.2355], [-2.8450, 1.1797, -1.7480], [-0.6491, -3.0241, 0.7071], [2.9285, 3.4390, -2.5840], [3.2705, -0.2979, -1.4932], [0.9308, 0.4435, -0.8615], [-1.6826, 2.0901, -0.2343], [-2.2964, -1.6730, 0.4274], [0.9754, 0.3863, -2.6657], [1.3917, 2.3087, -4.6073], [2.2331, -0.6250, -0.5499], [-2.4983, 0.9139, -0.7470], [-1.6634, -0.7678, 3.6190], [-1.2270, -2.3121, 1.2945], [-2.5791, 0.7883, 1.9799], [-0.9467, -0.1332, 3.0969], [-0.9897, 2.4214, -1.0062], [0.4461, 3.0842, -2.6085], [-1.6930, -2.8333, 2.1346], [4.7837, -0.8184, -0.4676], [5.0550, -2.1287, -0.5857], [3.3761, -1.0872, -2.6587], [1.9830, 1.8013, -2.7998], [-3.3728, 0.7181, -0.1239], [-0.5805, 1.8785, 1.1943], [-2.8981, -2.4689, -0.0181], [3.4383, 1.3634, -4.0018], [0.0406, -1.1899, 1.9677], [5.8994, -0.1677, -0.8240], [-1.6475, 1.0633, 2.4626], [-1.6224, -0.6760, -0.9802]],
  "atomic_forces_ev_per_a": [[-0.06, -0.04, 0.13], [-0.03, 0.02, -0.22], [-0.04, 0.02, -0.03], [0.48, -0.24, -0.62], [-0.09, 0.97, -0.41], [-0.21, 0.11, -0.06], [-0.15, -0.07, 0.00], [-0.14, 0.05, 0.12], [0.01, -0.12, 0.04], [-0.22, -1.03, -0.08], [3.09, -4.18, 2.60], [-1.94, -0.04, 1.21], [0.10, 0.17, 0.40], [0.25, 0.20, -0.54], [-0.71, -1.77, -0.19], [0.34, -0.48, 0.94], [0.22, -0.58, 0.57], [0.11, -0.32, -0.13], [0.02, 0.02, 0.17], [0.37, 0.42, 0.29], [-0.12, -0.06, 0.04], [0.38, -0.37, -0.52], [0.08, 0.19, -0.11], [0.55, -0.80, 0.03], [-0.03, -0.15, -0.12], [0.27, 0.12, 0.09], [-0.43, 0.11, -0.21], [0.04, -0.17, -0.86], [-0.78, 7.94, -3.53], [0.00, 0.00, -0.09], [-0.33, -0.18, 0.30], [-0.07, 0.08, 0.08], [-0.53, -0.22, 0.86], [-0.40, -0.17, 0.27], [-0.15, 0.14, -0.25], [0.41, 0.50, -0.62], [-0.30, -0.07, 0.47]],
  "lowdin_charge": [0.062, 0.076, 0.053, -0.520, -0.387, 0.123, 0.064, 0.075, 0.070, -0.358, 0.489, 0.465, -0.525, -0.508, -0.634, -0.435, -0.374, -0.508, 0.073, -0.542, 0.047, -0.527, 0.040, -0.449, 0.070, -0.612, 0.120, -0.226, 1.845, 0.062, 0.860, 0.067, -0.390, 0.833, 0.125, -0.505, 0.880]
}

***

{
  "formula": "C7H12FN",
  "method": "ωB97M-V/def2-TZVPD",
  "relative_energy_kcal_mol": 118.8,
  "lumo_ev": [0.9, 0.9],
  "charge": 0,
  "orbital_gap_ha": [0.2694, 0.2835],
  "elements": ["C", "C", "C", "C", "C", "H", "F", "H", "H", "N", "H", "H", "C", "H", "H", "H", "H", "H", "C", "H", "H"],
  "xyz": [[-1.8682, 1.5487, 0.1423], [-0.0581, -1.5042, 1.1874], [-1.8142, -0.9812, -0.3969], [0.5059, -1.1882, -1.0193], [-1.3478, 2.3649, -0.7371], [-0.8786, -1.1779, 2.0013], [-2.6934, -1.2712, 0.5043], [-2.7096, 1.5240, 0.8927], [2.5179, -0.2844, -0.2410], [-0.6074, -1.5094, -0.1651], [0.5187, -2.3029, 1.5369], [0.3088, -1.0517, -2.0496], [1.0245, -0.3591, 1.1785], [1.1828, 0.7866, -0.6382], [0.8139, 0.6730, 1.4800], [-0.6893, 2.3000, -1.5698], [-1.5528, 3.3930, -0.7568], [1.0283, -2.0883, -1.1234], [1.4225, -0.1722, -0.3437], [-2.0542, -0.8262, -1.3695], [1.7795, -0.6326, 1.8410]],
  "atomic_forces_ev_per_a": [[-0.65, -3.91, -0.48], [-2.10, 4.61, 2.28], [2.38, 2.91, 2.67], [1.40, -0.40, -0.38], [-0.61, 0.77, 0.62], [1.68, -1.23, -2.00], [-1.76, -0.77, 0.57], [1.26, 0.95, -0.84], [-0.47, -0.44, -1.47], [0.79, -0.69, 0.82], [0.03, -2.06, -0.14], [-1.06, 1.01, -0.96], [-1.48, 1.37, -1.67], [-0.38, 2.09, -0.58], [-1.11, -0.48, 0.39], [0.90, -1.62, -0.49], [-0.86, 1.92, 0.60], [1.17, -1.69, 0.25], [0.40, -1.89, 2.75], [-1.29, 0.29, -2.63], [1.76, -0.75, 0.68]],
  "lowdin_charge": [-0.047, -0.112, -0.188, -0.163, -0.172, 0.168, 0.085, 0.032, 0.118, -0.101, 0.092, 0.117, -0.150, 0.053, 0.097, 0.018, 0.004, 0.102, -0.122, 0.100, 0.069]
}

***

{
  "formula": "C7H12FNNbO5",
  "method": "ωB97M-V/def2-TZVPD",
  "lumo_ev": 2.2,
  "charge": -1,
  "orbital_gap_ha": 0.2336,
  "elements": ["O", "F", "Nb", "H", "C", "H", "H", "O", "O", "O", "H", "H", "C", "N", "H", "H", "H", "C", "H", "H", "C", "O", "C", "C", "C", "H", "H"],
  "xyz": [[-1.7196, -1.6406, 0.3795], [1.2753, -1.8883, 3.4791], [1.5625, -0.3194, 2.3050], [5.1515, 0.8248, 2.0425], [-2.6904, 1.7870, -1.5437], [-3.2938, 2.6157, -3.4248], [-2.0807, 0.6852, 0.1937], [1.7947, 1.2748, 1.0498], [-1.8761, -2.8224, -1.4143], [4.7057, -0.9366, 2.6729], [-2.7202, 2.7344, -1.0260], [-0.0327, 0.4696, 2.8133], [-2.9633, 0.5028, -3.5573], [-1.9374, -1.7748, -0.7922], [2.2836, 0.6369, 3.6829], [-2.5642, -1.5955, -3.3870], [1.6355, 2.0692, 1.5680], [-3.0094, 1.7189, -2.8913], [-3.2090, 0.4499, -4.6084], [3.9836, -0.4467, 0.8340], [3.6554, -1.0252, 1.6954], [4.9798, 0.4513, 2.9147], [-2.3332, 0.6405, -0.8554], [-2.3011, -0.5589, -1.5340], [-2.6039, -0.6470, -2.8763], [0.6736, -1.1613, 0.9288], [3.6338, -2.0442, 1.3509]],
  "atomic_forces_ev_per_a": [[-0.17, -0.27, 0.49], [0.34, 1.52, -1.20], [0.33, -1.10, -0.80], [0.00, -0.17, -0.38], [-0.05, 0.01, -0.12], [0.00, 0.04, -0.03], [0.10, -0.13, 0.03], [-0.07, -1.53, 1.20], [-0.02, -0.14, -0.13], [0.62, -0.08, -0.11], [0.02, 0.04, 0.05], [0.16, 0.32, 0.36], [-0.02, 0.10, 0.02], [0.04, 0.13, -0.18], [-0.53, 0.47, 0.29], [0.04, -0.12, 0.09], [-0.05, 0.17, -0.03], [-0.01, 0.04, -0.02], [0.00, -0.02, -0.05], [0.07, 0.24, -0.52], [-0.05, 1.29, 0.65], [-0.20, -0.26, 0.51], [0.03, 0.23, 0.29], [-0.01, 0.09, -0.12], [-0.06, -0.10, -0.27], [-0.54, 0.06, -0.15], [0.02, -0.81, 0.14]],
  "lowdin_charge": [0.038, -0.602, 1.411, 0.066, -0.067, 0.099, 0.121, -0.570, 0.050, -0.281, 0.105, -0.169, -0.083, -0.360, -0.130, 0.114, -0.050, -0.088, 0.100, 0.023, -0.381, -0.108, 0.010, -0.143, -0.013, -0.125, 0.034]
}

***

{
  "formula": "C7H12N",
  "method": "ωB97M-V/def2-TZVPD",
  "relative_energy_kcal_mol": 112.5,
  "lumo_ev": -4.5,
  "charge": 1,
  "orbital_gap_ha": 0.3275,
  "elements": ["C", "H", "H", "C", "H", "C", "C", "C", "C", "C", "H", "H", "H", "H", "N", "H", "H", "H", "H", "H"],
  "xyz": [[1.1893, -0.5282, 0.0221], [-1.0101, -0.4289, 1.6019], [2.7123, 0.8027, 1.0060], [-1.6954, 0.2231, -0.2237], [3.3155, 0.1757, -0.5409], [0.6477, 1.4787, -1.5320], [-1.6073, 0.3036, 1.2331], [2.6775, -0.0498, 0.3496], [0.6974, -1.7850, 0.2697], [0.5679, 0.5235, -0.6415], [-0.3730, -1.8572, 0.2930], [1.6822, 1.7885, -1.8669], [1.3074, -2.5494, 0.6737], [-3.6032, -0.2495, -0.0693], [-2.8400, -0.1060, -0.7382], [-2.6771, 0.4181, 1.6402], [-0.1064, 1.8750, -2.1964], [-1.1294, 1.2019, 1.5295], [3.1978, -0.8765, 0.8709], [-2.9530, -0.3605, -1.6806]],
  "atomic_forces_ev_per_a": [[2.29, -1.64, 1.15], [1.25, -2.47, 1.30], [-0.37, 0.37, 0.19], [2.27, -0.62, -0.49], [-0.87, -0.14, 0.46], [1.98, -0.15, -0.68], [-4.42, 2.79, -0.63], [0.22, -1.70, -0.69], [0.35, 3.43, -0.05], [-4.03, 0.69, -1.60], [-0.22, -0.70, -0.58], [-0.95, -0.37, 0.67], [0.46, -0.58, 0.29], [-0.14, -0.01, -0.57], [1.10, 0.46, 1.98], [1.52, -0.78, 0.10], [-0.39, 0.08, 0.65], [0.64, 1.10, 0.11], [-0.40, 0.35, -0.25], [-0.29, -0.12, -1.36]],
  "lowdin_charge": [-0.317, 0.039, 0.080, -0.095, 0.099, 0.085, -0.067, -0.010, 0.133, -0.039, 0.055, 0.120, 0.077, 0.141, 0.191, 0.127, 0.086, 0.089, 0.090, 0.117]
}

***

{
  "formula": "C7H12N2",
  "method": "ωB97M-V/def2-TZVPD",
  "relative_energy_kcal_mol": 78.4,
  "lumo_ev": 1.0,
  "charge": 0,
  "orbital_gap_ha": 0.3608,
  "smiles": "C#C[C@@H](NC)[C@@H]1CCN1",
  "elements": ["H", "H", "N", "H", "H", "C", "C", "H", "N", "H", "H", "C", "C", "C", "C", "H", "H", "H", "C", "H", "H"],
  "xyz": [[-0.0712, 1.4710, -0.2736], [3.3377, -2.7345, -0.2263], [-1.6828, 0.5786, 0.6712], [-1.0388, -0.4329, -1.6392], [1.8633, 2.6452, -0.8838], [-1.5325, -0.9586, -0.8065], [0.7146, -0.0889, 0.5396], [-3.1624, 0.7016, -0.9582], [0.8488, 0.9698, -0.3944], [-2.1275, 0.6199, 1.6112], [2.3444, 2.1421, 0.7609], [2.0571, 1.8134, -0.2474], [2.4354, -2.0586, -0.0486], [-2.6696, -0.0747, -0.2795], [1.5851, -1.2358, 0.1652], [-3.4834, -0.6108, 0.3083], [-1.6767, -2.0353, -1.0152], [-0.8141, -1.4256, 1.2093], [-0.7343, -0.5958, 0.4487], [2.9147, 1.1516, -0.5183], [0.8922, 0.1582, 1.5764]],
  "atomic_forces_ev_per_a": [[1.53, 0.03, -0.26], [-2.15, 1.31, 0.31], [-1.08, -1.20, 0.53], [-0.31, -0.51, -0.08], [0.62, 0.67, -0.56], [0.86, 0.24, -0.89], [-0.55, -2.22, -1.66], [0.65, -1.29, 0.65], [-0.76, 1.62, 0.40], [0.89, 0.05, -0.75], [-0.66, 0.14, 0.20], [-0.14, -1.99, 0.24], [1.86, -1.19, -0.36], [-1.00, 0.92, 0.59], [0.76, 0.31, 0.50], [0.95, 0.40, -0.90], [-0.04, 0.74, 0.06], [-0.20, 0.84, -0.48], [-0.95, 0.03, 2.33], [-0.46, 0.84, -0.46], [0.19, 0.26, 0.60]],
  "lowdin_charge": [0.114, 0.064, -0.037, 0.110, 0.063, -0.130, -0.388, 0.115, -0.095, 0.110, 0.072, -0.102, 0.097, -0.192, -0.101, 0.115, 0.113, 0.151, -0.304, 0.083, 0.141]
}

***

Number 1: energy -58221.935 eV. Number 2: energy -88226.013 eV. Number 3: energy -11655.035 eV. Number 4: energy -23441.660 eV. Number 5: energy -8932.123 eV. Number 6: energy -10430.077 eV.